Molecular formula: C5H15IN3P
Method: DFT, ωB97M-V/def2-TZVPD

```
25
Properties=species:S:1:pos:R:3:forces:R:3:nbo_charge:R:1
C -0.7965 -2.5919 -1.8007 -0.0209 -1.3733 -3.8544 -0.473
C -0.7628 -3.0449 0.5354 -1.8426 3.4713 0.1383 -0.464
C -1.2655 2.3900 1.3835 1.9695 -0.4047 1.4899 -0.410
C 0.9218 1.1292 1.5886 0.6828 0.0455 0.6215 -0.439
C 1.4659 1.2682 -1.4373 2.0484 1.2317 0.9877 -1.042
N 0.9140 -1.7099 -0.4288 2.3960 1.4953 -0.3103 -0.265
N -0.0368 -2.3739 -0.6110 -1.3350 -1.4898 2.0103 -0.062
N -0.1405 1.6843 0.7539 0.1508 0.9703 -0.7836 -0.756
P 0.1162 2.3205 -0.7699 -0.9270 -0.3670 -1.0068 0.931
I 1.1657 4.6649 -0.4628 0.1943 -0.4282 0.0724 -0.330
H -1.7285 -2.9987 -1.4799 -0.7627 -0.0345 -0.3705 0.202
H -0.9353 -1.6819 -2.3796 0.0386 0.1973 0.2684 0.233
H -0.3960 -3.3624 -2.5850 -0.0819 1.2525 1.7954 0.226
H -0.5236 -4.0329 0.5602 0.1871 -3.0399 -0.2517 0.206
H -0.4245 -2.6141 1.4831 -0.0768 0.1957 -0.4114 0.224
H -1.8564 -2.7897 0.3116 1.4263 -0.8641 1.0781 0.195
H -2.0112 2.5765 0.6865 -1.2288 0.5001 -1.4657 0.216
H -1.7028 1.7596 2.1306 -0.1940 -0.3935 0.6679 0.195
H -0.9231 3.3266 1.8467 -0.1732 -0.0833 -0.0434 0.196
H 1.9875 1.3199 1.1418 -1.9936 0.1161 1.2715 0.221
H 0.7455 1.4106 2.6946 0.7682 -0.0630 -1.7910 0.206
H 0.7902 0.0576 1.5233 0.2707 -0.4654 0.2525 0.214
H 1.4296 0.2287 -1.0743 0.0031 0.5066 -0.0026 0.285
H 1.5508 1.2486 -2.5266 -0.4870 0.2776 0.1004 0.250
H 2.4165 1.8150 -1.0838 -1.0123 -1.2531 -0.4630 0.242
```
Forces are in eV/Å.

Values from the calculation:
HOMO level: -7.926 eV
Kohn-Sham gap: 0.3102 Eh
Maximum force: 4.092 eV/Å
Calculated total energy: -27284.895 eV
Spin multiplicity: 1
Energy above the lowest of the compared OMol25 structures with the same formula, charge and spin: 59.3 kcal/mol